# C17H19IN3OTi

A molecular structure, C17H19IN3OTi (the ωB97M-V functional and the def2-TZVPD basis, the OMol25 dataset).

Geometry as XYZ:
```
42
Properties=species:S:1:pos:R:3:forces:R:3
C -4.557576 -0.405052 1.116006 -0.441 0.224 0.440
C -4.459986 1.116878 1.281197 -0.187 0.124 0.172
H -4.918459 -0.689862 0.129615 0.251 -0.009 -0.070
H -5.271178 -0.847527 1.816878 0.021 0.197 0.140
H -3.589786 -0.861682 1.321113 -0.040 -0.128 -0.192
H -3.687477 1.548326 0.629399 -0.397 -0.120 0.503
H -5.398224 1.630289 1.035980 0.084 -0.196 0.065
H -4.216483 1.364787 2.319938 0.002 0.031 -0.112
C 0.788764 -2.249412 -1.931357 0.687 0.102 -1.209
C 1.582299 -2.828761 -2.924399 -0.987 -0.489 0.878
C 2.554421 -2.055044 -3.582462 0.390 1.196 0.005
C 2.690799 -0.715960 -3.210474 0.162 -0.639 -0.571
H 0.076871 -2.806579 -1.311143 0.234 0.106 -0.475
H 1.452968 -3.888828 -3.175930 0.088 0.507 0.253
H 3.203574 -2.490479 -4.358402 -0.364 0.245 0.565
H 3.490240 -0.086810 -3.602038 -0.251 -0.330 -0.140
N 0.846758 -0.910639 -1.682038 0.243 -0.548 0.185
C 1.803796 -0.138130 -2.294080 0.333 0.287 0.344
C 1.888260 1.214194 -1.790141 0.097 -0.735 0.103
N 0.981484 1.486650 -0.792544 0.186 0.170 0.557
C 1.064306 2.648177 -0.088344 0.716 0.489 -1.038
C 2.854141 3.401532 -1.524796 0.404 -0.702 -0.792
C 1.940738 3.653564 -0.488303 -0.893 -0.077 0.935
H 0.411222 2.718089 0.787281 0.164 0.201 -0.425
H 1.930381 4.619757 0.027540 0.057 -0.483 -0.168
C 2.877543 2.145638 -2.126717 0.091 0.750 0.232
H 3.672933 1.838991 -2.807753 -0.342 0.397 0.042
H 3.559350 4.174894 -1.849269 -0.233 -0.374 0.275
Ti -0.297715 -0.029226 -0.264264 0.657 -0.039 0.163
I -2.538898 0.308201 -1.301044 -0.767 0.110 -1.444
O -0.041145 -0.753663 1.354069 0.049 -0.568 1.650
N 0.193670 -1.321893 2.578475 0.079 0.703 -2.161
C 0.839150 -2.509762 2.610050 1.283 -1.813 0.910
C 1.055065 -3.128294 3.833089 -0.196 0.100 -1.839
C 0.414870 -2.615344 4.967722 0.116 -0.568 1.451
C -0.238705 -1.388490 4.895602 -0.110 0.812 -1.294
C -0.238824 -0.690408 3.690116 -1.165 0.523 2.534
H 1.169572 -2.909889 1.655733 0.067 0.235 0.239
H 1.671357 -4.032937 3.864033 -0.427 0.341 -0.047
H 0.468440 -3.154335 5.914890 -0.023 0.187 -0.314
H -0.776176 -0.973580 5.744359 0.391 0.105 -0.098
H -0.607426 0.326958 3.608136 -0.026 -0.319 -0.252
```
Forces are in eV/Å.

Results
DFT total energy = -2045.82301 Eh
energy above the lowest of the compared OMol25 structures with the same formula, charge and spin = 2.3 kcal per mole
multiplicity = 4
max |F| = 2.837 eV/Å
expectation value of S² = 3.792

Results of the Mulliken charge analysis, in e, for atoms 1 through 2: -0.839, -0.674


# C12H33AgFeN7O15

A molecular structure, C12H33AgFeN7O15 (the ωB97M-V functional and the def2-TZVPD basis, the OMol25 dataset).

Geometry as XYZ:
```
69
Properties=species:S:1:pos:R:3:forces:R:3
Ag 3.017404 -24.670687 12.559344 -0.224 0.019 0.293
Fe 7.531864 -25.816020 9.756273 -2.723 0.847 1.503
N 2.859853 -27.363977 10.545036 -2.801 -1.322 -0.015
O 3.075096 -26.733464 11.527036 1.931 2.199 3.505
O 3.608428 -28.196878 10.138485 1.673 -1.297 -1.723
O 1.692747 -27.240135 10.122007 -1.023 -0.047 -1.958
N 0.011930 -24.319301 10.794072 0.601 0.869 0.252
O 1.150627 -24.242294 11.256754 0.350 -0.911 0.156
O -0.618205 -23.306776 10.681991 -1.495 1.957 -0.195
O -0.531465 -25.335956 10.391782 0.466 -2.018 -0.079
N 6.478381 -25.270819 12.923588 -1.453 0.006 1.634
O 7.096900 -25.511700 11.854665 1.543 -0.546 -2.399
O 7.087005 -25.209011 13.967188 0.803 0.070 0.159
O 5.249851 -25.125676 12.910916 0.444 -0.040 -0.469
N 4.521527 -24.486456 9.442185 1.324 -0.601 3.083
O 4.246295 -24.014741 8.385378 -0.704 0.966 -2.687
O 3.968972 -24.164022 10.502132 0.232 0.257 -1.323
O 5.483743 -25.315454 9.489570 0.362 -1.098 -0.099
C 8.401720 -24.328213 5.840426 -0.602 0.519 -0.086
C 8.373128 -24.639518 7.319609 0.007 2.029 0.793
C 7.830220 -23.441459 8.183175 0.480 -1.112 -0.826
O 7.787647 -23.762128 9.600853 -0.421 1.098 -1.356
C 7.319044 -22.566696 10.323104 2.187 -0.041 0.452
N 7.559274 -25.810074 7.632464 1.388 -1.005 0.339
H 8.753328 -25.221958 5.324969 -0.048 0.175 -0.279
H 9.035629 -23.472996 5.606201 0.309 -0.181 0.131
H 7.409995 -24.043321 5.489138 -0.076 -0.344 -0.127
H 9.423871 -24.787906 7.568645 -0.017 -0.461 0.605
H 6.818449 -23.237486 7.832711 -0.141 0.226 0.104
H 8.496332 -22.598391 7.999805 -0.129 0.207 0.229
H 7.351293 -22.824418 11.381706 -0.532 -0.022 -0.218
H 6.455170 -21.993623 9.986331 -0.556 -1.096 -0.257
H 8.158852 -21.895398 10.143754 0.029 0.383 0.310
H 6.658155 -25.746279 7.180790 -1.081 0.471 -0.027
H 7.957865 -26.542917 7.063109 0.287 -0.730 0.201
C 4.329592 -27.497845 6.733310 -1.122 -2.015 0.686
C 4.334862 -26.836893 5.403621 -0.154 2.542 -0.236
C 2.913000 -26.413175 4.886751 1.184 -0.345 -0.068
O 3.027020 -25.898372 3.560567 -0.077 -0.288 -0.012
C 1.785950 -25.613821 2.897494 0.648 -0.225 0.469
N 5.194901 -25.628077 5.570943 0.211 -0.008 -0.511
H 5.258386 -28.020918 6.960972 0.190 0.230 -0.039
H 3.577918 -28.287093 6.720514 -0.005 -0.432 -0.116
H 3.995671 -26.975865 7.630045 0.319 0.855 -0.305
H 4.830125 -27.428905 4.633991 -0.209 -0.280 0.050
H 2.528902 -25.609428 5.514895 -0.193 -0.216 0.307
H 2.299537 -27.312168 4.946504 -0.476 0.040 -0.187
H 2.034626 -24.971368 2.052794 -0.128 0.042 0.140
H 1.082141 -25.134199 3.577728 0.008 0.266 -0.011
H 1.310048 -26.519165 2.520696 0.057 -0.220 0.001
H 5.106130 -25.078711 4.728082 0.267 0.078 -0.472
H 4.798109 -25.009976 6.264212 -0.446 -0.051 0.562
C 2.743220 -21.067402 6.938374 -1.790 0.220 0.299
C 1.570590 -21.931751 7.509716 2.003 -0.126 0.649
C 1.283009 -23.128790 6.637933 0.182 -0.373 0.268
O 0.228655 -23.824855 7.254244 -1.281 -1.547 -0.952
C -0.124738 -25.067117 6.571161 0.376 0.422 0.676
N 1.990824 -22.301783 8.891217 -1.098 0.130 -0.453
H 3.703636 -21.558743 7.094213 -0.074 0.031 -0.159
H 2.689938 -20.122181 7.478568 0.437 -0.060 0.211
H 2.546158 -20.784440 5.904351 0.317 -0.316 -0.262
H 0.629201 -21.387327 7.583702 0.133 0.340 0.010
H 2.140563 -23.799072 6.579449 0.478 0.016 0.016
H 1.060160 -22.806231 5.620880 -0.386 0.010 -0.313
H 0.620827 -25.841542 6.751415 0.381 0.118 0.023
H -0.251632 -24.961570 5.493729 0.114 0.423 -0.134
H -1.046881 -25.512309 6.944723 -0.107 0.656 0.380
H 1.263487 -22.906680 9.245032 -0.353 0.288 0.339
H 2.776658 -22.936222 8.898651 0.206 0.369 -0.481
```
Forces are in eV/Å.

Results
DFT total energy = -3398.88051 Eh
multiplicity = 6
max |F| = 4.566 eV/Å
expectation value of S² = 8.763

Results of the Mulliken charge analysis, in e, for atoms 1 through 2: 0.718, 0.832


# C9H72NO28

28 unconnected molecules or ions with the total composition C9H72NO28 (the ωB97M-V functional and the def2-TZVPD basis, the OMol25 dataset).

Geometry as XYZ:
```
110
Properties=species:S:1:pos:R:3:forces:R:3
C -1.539782 -1.500975 -0.637201 0.352 0.899 -0.220
C -0.627398 -0.822287 0.424386 -0.286 -0.986 1.513
C 0.616622 -1.721091 0.819235 -0.114 0.178 -1.630
C 1.718910 -1.687975 -0.282752 -0.645 -0.426 1.852
C 2.270202 -0.317314 -0.358008 -1.225 1.029 -0.361
C 1.137350 0.722259 -0.753402 2.095 0.688 -0.345
N -0.116178 0.546715 0.068426 -2.423 2.253 -1.637
O -1.066264 1.622817 0.002052 3.434 -4.174 0.081
C 0.918734 0.624580 -2.288030 -1.017 -0.042 -0.057
C 1.759337 2.100233 -0.357193 -0.514 -0.209 0.077
C -1.428562 -0.660210 1.731658 -0.571 0.728 -0.321
H -1.066957 -1.577178 -1.616343 0.182 -0.473 0.132
H -2.459070 -0.956824 -0.853819 0.042 0.388 0.422
H -1.873489 -2.467873 -0.260572 0.396 -0.170 -0.089
H 0.401877 -2.784473 0.925130 -0.966 0.082 0.002
H 0.931529 -1.425535 1.820031 0.545 0.316 -0.161
H 1.320057 -2.012671 -1.243785 0.006 -0.191 0.035
H 2.483783 -2.383285 0.063108 0.114 -0.186 -0.317
H 3.043646 -0.313048 -1.126031 0.060 0.564 0.241
H 2.657415 0.037809 0.597003 0.319 -0.310 0.065
H 0.491981 -0.308248 -2.656560 -0.315 -0.280 0.795
H 1.811470 0.644818 -2.913104 0.311 0.441 0.644
H 0.262971 1.405895 -2.672254 0.007 0.178 0.174
H 1.194240 2.946020 -0.748858 -0.043 -0.047 0.150
H 2.800929 2.242132 -0.645394 -0.125 -0.472 -0.478
H 1.817965 2.147021 0.730230 -0.342 0.136 0.080
H -1.868280 -1.591144 2.089579 0.547 -0.142 0.036
H -2.288423 -0.003014 1.601857 -0.029 0.047 -0.193
H -0.814365 -0.185567 2.496889 -0.055 -0.598 0.078
O 2.986896 1.725532 3.353390 0.229 -0.296 -0.140
H 3.853296 1.785884 2.950952 0.359 0.067 -0.039
H 2.500712 2.464868 2.988381 -0.333 0.377 0.168
O -1.454710 0.486084 -4.915105 0.625 0.150 -0.580
H -1.699982 0.444399 -3.990804 -0.235 0.248 0.153
H -2.245265 0.792134 -5.359621 -0.292 -0.126 -0.071
O 4.230368 0.749067 -3.391048 0.241 -0.366 -0.131
H 3.794820 1.596117 -3.295994 0.000 0.518 -0.070
H 3.742712 0.162260 -2.813061 0.145 -0.247 0.030
O -3.732677 1.987671 3.832234 -0.076 0.718 -0.080
H -3.558432 1.508988 3.021839 -0.068 -0.171 -0.281
H -3.685896 1.322291 4.518773 0.046 -0.431 0.137
O -3.561884 -4.880287 -1.227694 0.411 -0.167 -0.368
H -3.354472 -4.746620 -0.302843 -0.053 -0.141 0.415
H -4.016057 -4.079551 -1.489942 -0.479 0.246 -0.233
O -3.145647 -1.518683 -3.496132 0.326 -0.493 -0.512
H -2.919857 -0.686817 -3.079896 -0.223 0.234 0.173
H -3.793261 -1.911793 -2.911071 -0.427 -0.226 0.174
O -1.188465 4.545938 1.195930 -0.089 0.259 0.668
H -0.898271 4.943780 0.375113 -0.114 -0.021 -0.377
H -0.916041 3.630795 1.128542 0.053 -0.279 -0.045
O 5.305859 -1.836945 -0.857060 0.113 0.234 0.083
H 5.360932 -2.478152 -1.565614 0.101 -0.120 -0.295
H 4.596560 -2.156102 -0.299157 -0.254 -0.142 0.239
O -3.850474 1.848917 0.671619 -0.435 -0.317 -0.139
H -2.932408 1.756461 0.416986 0.544 -0.045 0.049
H -3.904971 2.721949 1.060293 -0.071 0.393 0.175
O 0.646648 2.404247 -4.921369 0.605 0.471 0.032
H 0.121022 3.204210 -4.917859 -0.206 0.215 -0.026
H 0.115642 1.770303 -5.403423 -0.481 -0.526 0.063
O -3.068699 -0.419093 5.138498 -0.080 0.446 0.362
H -2.940997 -1.238680 4.660800 -0.043 -0.440 -0.358
H -2.251431 -0.292372 5.620431 0.197 0.095 0.185
O 0.059954 1.989658 2.849473 -0.040 0.061 -0.027
H -0.128475 1.543565 2.023813 -0.127 0.056 -0.364
H -0.022101 1.306882 3.515306 0.048 0.024 0.417
O -1.256043 3.995833 -1.585903 -0.163 0.584 -0.427
H -1.307135 3.118481 -1.206603 0.159 -0.361 0.306
H -0.381049 4.040005 -1.971475 0.249 -0.039 -0.205
O 1.481443 4.182733 3.121755 0.624 0.569 0.051
H 0.746164 3.583892 2.991456 -0.582 -0.520 -0.129
H 1.096455 4.944945 3.554238 0.054 0.285 0.070
O -2.877805 -3.015099 4.337135 -0.076 -0.129 -0.109
H -2.600235 -3.752503 3.793599 0.182 -0.076 -0.360
H -2.998358 -3.391541 5.208909 -0.083 -0.024 0.364
O 2.291456 -3.866237 3.698039 -0.245 -0.391 -0.160
H 2.741762 -3.407829 2.988588 0.106 0.223 -0.190
H 2.861217 -3.750285 4.458405 0.066 0.139 0.277
O -4.392458 -2.004587 1.384839 -0.037 0.346 -0.393
H -3.559031 -2.472910 1.336835 0.215 -0.268 0.093
H -4.973453 -2.596932 1.862118 -0.216 -0.142 0.151
O 1.079709 -1.040027 -5.008777 0.426 -0.341 0.076
H 0.428150 -0.731755 -4.378957 -0.350 -0.042 -0.315
H 1.268687 -0.275169 -5.552376 0.087 0.133 -0.155
O 4.597900 -2.382838 2.063262 -0.527 -0.026 0.040
H 4.983950 -3.256284 2.128732 0.183 -0.307 0.042
H 5.321736 -1.820605 1.787235 0.295 0.305 -0.111
O -0.761521 -4.552625 -3.013782 0.508 0.129 0.043
H -1.082602 -5.432936 -3.209196 -0.150 -0.173 -0.034
H -1.464480 -4.148149 -2.505365 -0.426 0.031 0.071
O -2.633891 -4.830988 1.460314 -0.048 0.471 0.279
H -2.813939 -5.534879 2.083497 -0.209 -0.352 0.072
H -1.729715 -4.980544 1.184019 0.426 -0.061 -0.156
O 4.906085 3.886278 -1.452235 0.263 0.247 -0.103
H 4.308472 3.290691 -1.904294 -0.123 -0.152 -0.263
H 4.443832 4.126256 -0.649141 0.066 -0.134 0.435
O 2.781563 -0.793599 4.317924 -0.222 -0.719 0.363
H 3.226054 -1.319007 3.652648 0.191 -0.161 -0.177
H 2.730679 0.083027 3.936893 0.026 0.730 -0.129
O -5.139699 -2.414400 -1.592311 0.171 -0.155 -0.311
H -5.958668 -1.953128 -1.773244 -0.291 0.018 -0.141
H -4.745264 -1.928132 -0.868301 0.050 0.175 0.754
O -2.813419 0.991502 -2.518893 0.121 0.113 -0.012
H -2.246673 1.169428 -1.768311 0.355 0.134 0.500
H -3.641531 1.419297 -2.301075 -0.384 0.185 0.036
O 2.827693 3.207085 -3.340664 0.091 0.176 0.447
H 2.853477 4.126859 -3.604461 0.314 0.273 -0.015
H 2.196569 2.804029 -3.936877 -0.595 -0.385 -0.514
O 3.558200 4.438243 1.235706 0.669 -0.156 -0.542
H 3.227799 5.075307 0.602281 -0.175 0.316 -0.022
H 2.882716 4.400607 1.912854 -0.651 0.053 0.547
```
Forces are in eV/Å.

Results
DFT total energy = -2547.51348 Eh
energy above the lowest of the compared OMol25 structures with the same formula, charge and spin = 0.0 kcal per mole
multiplicity = 2
max |F| = 5.406 eV/Å
expectation value of S² = 0.755

Results of the Mulliken charge analysis, in e, for atoms 1 through 2: -0.317, 2.039